Below is the molecule C4H10O at a distorted geometry, with properties calculated with ωB97M-V with the def2-TZVPD basis set.

As for the electronic energy: -6356.5133 eV. Its HOMO-LUMO gap is 0.417 Ha. Its HOMO energy is -10.353 eV. Its molar mass is 74.12 g/mol. As for the largest force on an atom: 2.97 eV/Å. As for the LUMO energy: 0.999 eV. Its SMILES is CC(C)CO.

The geometry in ORCA input format:
```
! RIJCOSX wB97M-V def2-TZVPD def2/J DEFGRID3
* xyz 0 1
C 0.2934 1.5165 0.3186
C 0.1059 0.0261 0.4570
C 1.3064 -0.5485 -0.2643
C -1.2082 -0.4655 -0.1443
O -1.3023 -1.8762 -0.0325
H 1.1183 1.8162 0.9832
H -0.6250 2.0218 0.6913
H 0.7252 1.6258 -0.7796
H 0.0853 -0.0241 1.5478
H 1.1988 -1.6256 -0.4961
H 1.3683 0.2493 -1.1415
H 2.2339 -0.4119 0.3033
H -1.2521 -0.1523 -1.2020
H -2.0421 0.0256 0.3812
H -2.0058 -2.1773 -0.6219
*
```

The molecule's Mulliken atomic charges, reported in e, are given here:
1 C -1.26
2 C 0.42
3 C -1.01
4 C -0.60
5 O -0.51
6 H 0.33
7 H 0.37
8 H 0.27
9 H 0.28
10 H 0.33
11 H 0.18
12 H 0.29
13 H 0.30
14 H 0.28
15 H 0.31